No. 1
113
Properties=species:S:1:pos:R:3 method="wB97M-V/def2-TZVPD" de_lowest_ev=0.000 mol_weight_g_mol=1389.2 total_energy_ha=-23851.9285 homo_energy_ev=-9.0968 orbital_gap_ev=8.637
C -2.044 0.558 -4.973
C -1.428 1.183 -3.716
N -2.373 2.229 -3.158
C -2.391 3.460 -4.039
C -3.819 1.786 -3.003
C -3.999 0.489 -2.228
C -1.828 2.647 -1.780
C -2.641 3.651 -0.969
O -2.629 4.937 -1.612
C -2.832 6.008 -0.661
H -2.875 -0.085 -4.704
H -1.243 -0.112 -5.306
H -2.213 1.204 -5.830
H -0.477 1.683 -3.879
H -1.328 0.409 -2.960
H -2.727 3.226 -5.047
H -1.350 3.749 -4.178
H -2.995 4.216 -3.555
H -4.279 1.696 -3.986
H -4.335 2.675 -2.642
H -3.229 -0.205 -2.560
H -4.964 0.076 -2.519
H -3.953 0.505 -1.141
H -0.787 2.939 -1.913
H -1.798 1.683 -1.268
H -2.287 3.718 0.059
H -3.712 3.436 -0.933
H -3.073 6.921 -1.193
H -2.076 6.209 0.101
H -3.687 5.592 -0.114
C 0.020 -2.217 -2.531
F 0.551 -1.028 -2.769
F -0.571 -2.640 -3.663
F 0.870 -3.156 -2.233
S -1.263 -2.183 -1.078
O -2.541 -2.376 -1.722
O -0.860 -3.246 -0.178
N -1.212 -0.578 -0.485
S -0.237 -0.676 0.669
O -0.726 -1.274 1.905
O 1.075 -1.192 0.236
C 0.223 1.160 1.109
F 0.995 1.707 0.190
F -0.927 1.897 1.110
F 0.691 1.192 2.337
C 4.412 -0.887 -1.590
O 4.919 -1.990 -1.702
N 4.936 0.114 -0.855
C 4.072 1.260 -0.612
C 5.998 -0.189 0.077
H 3.495 -0.658 -2.149
H 3.404 1.092 0.237
H 3.335 1.362 -1.408
H 4.688 2.140 -0.447
H 5.630 -0.453 1.069
H 6.787 -0.843 -0.278
H 6.563 0.748 0.162
C -3.235 -5.716 1.859
C -2.096 -4.719 2.064
C -2.094 -4.229 3.521
C -1.508 -5.173 4.473
N -0.973 -5.828 5.249
H -3.046 -6.601 2.478
H -3.086 -6.216 0.895
H -4.249 -5.335 1.925
H -2.326 -3.908 1.377
H -1.086 -5.034 1.811
H -3.118 -4.014 3.846
H -1.649 -3.245 3.696
C -1.244 5.603 2.734
C -0.704 4.312 3.393
C -1.829 3.480 4.028
C -2.293 4.145 5.249
N -2.630 4.723 6.182
H -1.313 6.403 3.465
H -2.210 5.316 2.315
H -0.601 5.926 1.915
H -0.052 4.599 4.223
H -0.035 3.732 2.764
H -1.422 2.532 4.399
H -2.620 3.140 3.357
Br 7.044 -5.601 -5.941
C 5.141 -5.113 -5.543
C 5.041 -4.977 -4.055
Br 3.245 -4.173 -3.617
H 4.440 -5.848 -5.925
H 4.943 -4.146 -5.998
H 5.724 -4.226 -3.667
H 5.299 -5.925 -3.585
Br 5.044 4.645 6.520
C 4.225 3.336 5.319
C 4.604 3.419 3.850
Br 3.230 2.414 2.798
H 3.147 3.438 5.411
H 4.493 2.351 5.695
H 5.555 2.965 3.598
H 4.565 4.474 3.589
Br -4.714 1.364 2.055
C -3.886 -0.393 1.781
C -5.014 -1.384 1.690
Br -5.512 -1.876 3.549
H -3.207 -0.505 2.618
H -3.269 -0.332 0.886
H -4.748 -2.339 1.232
H -5.870 -1.089 1.088
Br 4.421 -6.854 0.174
C 4.644 -4.903 0.464
C 3.257 -4.269 0.393
Br 2.010 -4.998 1.760
H 5.243 -4.596 -0.390
H 5.143 -4.654 1.396
H 2.864 -4.475 -0.598
H 3.362 -3.196 0.542

No. 2
37
Properties=species:S:1:pos:R:3 method="wB97M-V/def2-TZVPD" mol_weight_g_mol=264.8 charge=+1 total_energy_ha=-1172.8048 homo_energy_ev=-12.4675 orbital_gap_ev=7.478
Cl 5.543 0.079 2.219
C 3.864 0.060 1.925
C 3.164 1.268 1.747
C 1.800 1.242 1.440
C 1.115 0.026 1.339
C -0.313 -0.056 0.843
C -1.135 -1.226 1.495
C -2.536 -0.652 1.796
C -2.343 0.842 1.650
C -1.150 1.162 1.063
C 1.821 -1.174 1.535
C 3.180 -1.164 1.851
H 3.690 2.209 1.831
H 1.258 2.184 1.300
H -1.136 -2.096 0.817
H -0.690 -1.536 2.449
H -3.239 -1.015 1.030
H -2.921 -0.987 2.773
H -3.104 1.538 2.017
H -0.793 2.178 0.856
H 1.293 -2.133 1.473
H 3.711 -2.095 2.022
C -1.877 -0.483 -3.106
C -1.824 -0.292 -1.588
N -0.438 -0.221 -1.242
C 0.362 0.779 -1.892
C 0.213 0.555 -3.395
O -1.166 0.554 -3.778
H -1.459 -1.467 -3.390
H -2.908 -0.374 -3.482
H -2.372 0.637 -1.306
H -2.290 -1.166 -1.094
H -0.098 -0.609 -0.318
H 0.029 1.804 -1.607
H 1.421 0.635 -1.614
H 0.645 1.396 -3.962
H 0.683 -0.403 -3.694